(1)
{"formula": "H8O4", "method": "ωB97M-V/def2-TZVPD", "symbols": ["O", "H", "H", "O", "H", "H", "O", "H", "H", "O", "H", "H"], "positions_angstrom": [[0.7720, -6.2160, -30.8960], [-0.0090, -6.2550, -31.4220], [0.7990, -6.9260, -30.2550], [2.3780, -4.3340, -29.6090], [1.6920, -4.7290, -30.1220], [3.1010, -4.9560, -29.8180], [-2.0900, -3.9080, -29.7700], [-1.1590, -3.6420, -29.7100], [-2.1950, -4.7520, -30.2770], [0.7320, -8.5700, -29.2210], [0.4570, -8.1070, -28.4340], [1.0310, -9.4560, -28.9800]], "nbo_charge": [-0.9780, 0.4773, 0.5022, -0.9550, 0.4834, 0.4598, -0.9543, 0.4832, 0.4715, -0.9661, 0.4829, 0.4930], "smiles": "O.O.O.O", "e_tot_ev": -8319.73079, "max_force_ev_per_a": 1.6, "e_homo_ha": -0.401, "gap_ev": 11.2, "de_lowest_kcal_mol": 21.8}


(2)
{"formula": "H8O4", "method": "ωB97M-V/def2-TZVPD", "symbols": ["O", "H", "H", "O", "H", "H", "O", "H", "H", "O", "H", "H"], "positions_angstrom": [[-10.8623, -13.8946, -19.4668], [-11.4705, -13.1677, -19.3327], [-10.6526, -13.8629, -20.4002], [-10.4998, -13.2910, -17.3898], [-10.4368, -13.0718, -18.3194], [-10.2340, -12.4911, -16.9361], [-10.4538, -15.3160, -17.6515], [-11.1404, -15.5160, -17.0153], [-10.2122, -14.4084, -17.4666], [-11.2579, -13.3774, -15.3429], [-10.9774, -14.2579, -15.0934], [-11.3599, -13.4184, -16.2937]], "nbo_charge": [-0.8885, 0.4622, 0.4874, -0.8928, 0.4946, 0.5034, -0.9850, 0.4318, 0.4387, -0.9788, 0.4628, 0.4640], "e_tot_ev": -8315.97047, "max_force_ev_per_a": 9.0, "e_homo_ha": -0.352, "gap_ev": 9.7, "de_lowest_kcal_mol": 108.5}


(3)
{"formula": "H8O4", "method": "ωB97M-V/def2-TZVPD", "symbols": ["O", "H", "H", "O", "H", "H", "O", "H", "H", "O", "H", "H"], "positions_angstrom": [[-0.1905, -0.7270, 0.2255], [-0.0357, 0.1526, 0.6924], [0.4794, -1.3131, 0.5351], [1.5055, 0.6479, -2.0480], [1.7430, -0.2185, -2.4433], [1.2180, 0.3679, -1.1654], [0.8243, 1.1827, 2.4118], [-0.0492, 1.7439, 2.4898], [0.8678, 0.5434, 3.2021], [-2.4232, -0.5728, -1.4456], [-1.7689, -0.3877, -0.7289], [-2.1703, -1.4194, -1.7256]], "nbo_charge": [-0.9802, 0.5034, 0.4839, -0.9363, 0.4624, 0.4690, -0.9709, 0.4898, 0.4893, -0.9513, 0.4845, 0.4565], "smiles": "O.O.O.O", "e_tot_ev": -8319.43568, "max_force_ev_per_a": 3.2, "e_homo_ha": -0.394, "gap_ev": 10.8, "de_lowest_kcal_mol": 28.6}


(4)
{"formula": "H8O4", "method": "ωB97M-V/def2-TZVPD", "symbols": ["O", "H", "H", "O", "H", "H", "O", "H", "H", "O", "H", "H"], "positions_angstrom": [[0.0456, 1.6900, -31.1300], [-0.5665, 0.9703, -31.2832], [-0.5048, 2.4135, -30.8301], [-1.3186, 6.4671, -27.7603], [-1.5541, 7.3387, -27.4423], [-0.4843, 6.5939, -28.2122], [1.6328, 4.5364, -28.3726], [2.0726, 4.6861, -29.2095], [1.7556, 5.3524, -27.8877], [-0.7305, 4.1083, -29.8247], [-0.8414, 4.7670, -29.1392], [0.1258, 3.7190, -29.6472]], "nbo_charge": [-0.9565, 0.4672, 0.4839, -0.9397, 0.4781, 0.4626, -0.9435, 0.4746, 0.4720, -0.9671, 0.4875, 0.4809], "smiles": "O.O.O.O", "e_tot_ev": -8319.68704, "max_force_ev_per_a": 0.7, "e_homo_ha": -0.406, "gap_ev": 11.3, "de_lowest_kcal_mol": 22.8}


(5)
{"formula": "H8O4", "method": "ωB97M-V/def2-TZVPD", "symbols": ["O", "H", "H", "H", "O", "H", "O", "H", "H", "O", "H", "H"], "positions_angstrom": [[2.4192, -2.1079, -0.4795], [1.5293, -2.3247, -0.3663], [2.3222, -1.5472, -1.1824], [-2.3135, -2.5795, -0.5456], [-2.3625, -3.5393, -0.2715], [-1.9445, -4.0587, -1.0543], [0.4898, 1.5928, 0.5628], [-0.2643, 0.9984, 0.5378], [1.1347, 1.4920, -0.1379], [-0.7246, 4.0158, 0.9612], [-0.1450, 4.6598, 1.2366], [-0.1407, 3.3985, 0.7392]], "nbo_charge": [-0.9075, 0.4566, 0.4510, 0.4684, -0.9419, 0.4736, -0.9675, 0.4909, 0.4858, -0.9260, 0.4500, 0.4666], "smiles": "O.O.O.O", "e_tot_ev": -8318.80214, "max_force_ev_per_a": 6.3, "e_homo_ha": -0.411, "gap_ev": 11.1, "de_lowest_kcal_mol": 43.2}


(6)
{"formula": "H8O4", "method": "ωB97M-V/def2-TZVPD", "symbols": ["O", "H", "H", "O", "H", "H", "O", "H", "H", "O", "H", "H"], "positions_angstrom": [[-0.5191, 0.5491, 0.9805], [0.1506, -0.0830, 1.2452], [-0.1527, 1.3641, 1.2342], [1.8673, -0.8917, 0.9042], [2.0969, -1.3697, 1.7000], [2.7325, -0.6425, 0.5304], [-0.5469, -1.2673, -1.0616], [-0.5007, -0.5570, -0.4505], [-0.4953, -2.1012, -0.5501], [-1.5180, 1.6271, -1.8467], [-2.2421, 1.2290, -1.3248], [-0.8726, 2.1431, -1.3609]], "nbo_charge": [-0.9566, 0.4920, 0.4696, -0.9525, 0.4741, 0.4893, -0.9539, 0.4813, 0.4558, -0.9606, 0.4880, 0.4734], "smiles": "O.O.O.O", "e_tot_ev": -8319.48797, "max_force_ev_per_a": 2.5, "e_homo_ha": -0.384, "gap_ev": 10.7, "de_lowest_kcal_mol": 27.4}


(7)
{"formula": "H8O4", "method": "ωB97M-V/def2-TZVPD", "symbols": ["O", "H", "H", "O", "H", "H", "O", "H", "H", "O", "H", "H"], "positions_angstrom": [[0.6973, -1.3158, 0.3026], [0.2131, -2.1165, 0.2455], [0.5936, -0.7816, -0.4879], [0.7114, 1.9652, -0.1359], [-0.0095, 1.4082, -0.5088], [1.1876, 2.2196, -0.9491], [-1.8418, -1.5141, -1.6828], [-1.9628, -0.5830, -1.4496], [-1.6445, -1.4922, -2.5803], [0.7849, 0.7421, 2.8135], [0.2180, 1.3021, 2.3150], [1.0527, 0.1658, 2.1177]], "nbo_charge": [-0.9541, 0.4854, 0.4692, -0.9277, 0.4544, 0.4733, -0.9284, 0.4637, 0.4653, -0.9371, 0.4589, 0.4770], "smiles": "O.O.O.O", "e_tot_ev": -8319.45974, "max_force_ev_per_a": 2.7, "e_homo_ha": -0.392, "gap_ev": 10.5, "de_lowest_kcal_mol": 28.0}


(8)
{"formula": "H8O4", "method": "ωB97M-V/def2-TZVPD", "symbols": ["O", "H", "H", "O", "H", "H", "O", "H", "H", "O", "H", "H"], "positions_angstrom": [[2.4480, -0.7439, -0.6939], [2.6463, -1.3864, -1.3751], [2.9333, -1.0492, 0.0726], [-1.2211, 2.8520, 0.8067], [-0.9679, 1.9802, 0.5033], [-1.2140, 2.7852, 1.7616], [-1.5136, -1.4796, -0.5102], [-1.6582, -2.2444, 0.0469], [-2.3764, -1.2812, -0.8741], [0.3255, 0.5475, 0.2418], [1.0536, -0.0022, -0.0479], [-0.4556, 0.0221, 0.0684]], "mulliken_spin": [0.0038, -0.0005, 0.0005, 0.5101, -0.0138, -0.0124, 0.0028, 0.0001, -0.0001, 0.5407, -0.0159, -0.0154], "e_tot_ev": -8309.04756, "charge": 1, "max_force_ev_per_a": 2.7, "multiplicity": 2, "e_homo_ha": [-0.607, -0.590], "gap_ev": [13.1, 4.9], "de_lowest_kcal_mol": 9.8}